12
Properties=species:S:1:pos:R:3:forces:R:3 method="wB97M-V/def2-TZVPD" e_lumo_ha=-0.0063 e_homo_ev=-9.6 orbital_gap_ev=9.4 de_lowest_kcal_mol=84.0 charge=0 spin_multiplicity=1
C -0.0662 -1.3472 0.5329 0.9 0.2 0.9
C 0.3737 -0.2520 -0.3791 -3.3 1.8 -2.1
C 1.3764 0.7785 -0.0665 1.0 1.8 -2.6
N -1.2933 -1.2862 0.8440 -0.8 0.0 0.6
O -2.1591 1.2414 0.9591 0.0 0.6 0.7
O -2.5745 -0.0243 -1.1540 0.5 0.3 1.2
S -1.7596 0.2676 0.0127 2.7 -3.3 -2.4
H 0.6777 -2.0891 1.0248 -1.5 1.0 -1.1
H 0.3583 -0.5040 -1.4842 0.0 -0.1 1.3
H 1.1627 1.4982 0.6971 0.2 -0.6 1.5
H 1.6699 1.5808 -0.8861 -1.2 -2.0 0.7
H 2.2338 0.1363 -0.1007 1.5 0.3 1.2